DFT (ωB97M-V/def2-TZVPD) results for an isolated molecule of C10H12O at a distorted geometry.

Calculated values
- E_HOMO: -8.66 eV
- E_LUMO: 0.74 eV
- E_tot: -12606.73006 eV
- Relative energy (zero: lowest compared OMol25 entry of this formula, charge and spin): 5.346 eV
- Structure (SMILES): Cc1cccc2c1CC[C@H]2O

Cartesian coordinates (Å):
C 2.16 1.36 0.06
C 1.57 0.09 0.10
C 2.19 -1.19 -0.05
C 1.32 -2.16 0.04
C -0.09 -2.11 -0.01
C -0.66 -0.90 0.01
C 0.17 0.22 0.14
C -0.51 1.66 0.01
C -1.90 1.16 -0.15
C -1.98 -0.38 0.40
O -3.06 -1.12 -0.08
H 3.06 0.77 -0.48
H 1.49 1.92 -0.65
H 2.13 2.11 0.86
H 3.26 -1.13 -0.36
H 1.90 -3.23 0.25
H -0.67 -3.06 0.17
H -0.17 2.39 -0.77
H -0.46 2.12 0.91
H -2.47 1.86 0.49
H -1.96 1.15 -1.31
H -2.31 -0.16 1.62
H -3.01 -1.36 -1.19



DFT (ωB97M-V/def2-TZVPD) results for a structure of composition C10H13As2IO3PdS4.

Calculated values
- Net charge: -2
- E_HOMO: -1.14 eV
- E_LUMO: 3.43 eV
- E_tot: -193326.44993 eV
- Relative energy (zero: lowest compared OMol25 entry of this formula, charge and spin): 0.142 eV

Cartesian coordinates (Å):
Pd 0.04 -0.31 -0.54
S 1.93 0.76 3.36
As 2.34 1.03 1.30
S 2.12 -0.87 0.14
S 0.55 1.76 0.18
S 4.10 2.09 0.81
C -3.72 -2.18 -1.56
As -3.06 -0.82 -0.39
C -2.47 -1.57 1.28
C -4.65 0.18 0.08
O -2.01 0.26 -1.09
H -4.13 -3.00 -0.97
H -2.89 -2.54 -2.18
H -4.50 -1.74 -2.18
H -3.06 -2.46 1.52
H -2.59 -0.81 2.05
H -1.42 -1.83 1.18
H -5.40 -0.47 0.53
H -5.04 0.64 -0.83
H -4.37 0.96 0.78
I 3.41 -8.17 -0.50
C 2.16 -6.55 -0.95
C 2.22 -5.41 -0.17
C 1.37 -4.35 -0.46
C 0.49 -4.42 -1.54
C 0.47 -5.57 -2.32
C 1.29 -6.65 -2.03
C -0.45 -3.27 -1.87
O -1.03 -3.31 -2.97
O -0.61 -2.41 -0.96
H 2.91 -5.33 0.66
H 1.40 -3.44 0.14
H -0.21 -5.60 -3.17
H 1.27 -7.55 -2.63



DFT (ωB97M-V/def2-TZVPD) results for a cluster of 2 separate species, C10H13BCl4N2O2 in total at a distorted geometry.

Calculated values
- E_HOMO: -8.52 eV
- E_LUMO: -0.08 eV
- E_tot: -68417.70952 eV
- Relative energy (zero: lowest compared OMol25 entry of this formula, charge and spin): 6.637 eV
- Structure (SMILES): Cc1ccc(CB(N)CON=O)cc1.ClC(Cl)(Cl)Cl

Cartesian coordinates (Å):
C 2.02 2.21 -3.36
C 1.01 1.26 -2.63
C 0.49 0.02 -3.23
C -0.43 -0.82 -2.42
C -0.82 -0.40 -1.08
C -1.75 -1.26 -0.14
B -0.72 -2.20 0.72
N -0.24 -3.43 0.01
C -0.22 -1.81 2.21
O 1.21 -2.12 2.35
N 1.93 -1.08 1.76
O 2.61 -0.61 2.61
C -0.31 0.86 -0.48
C 0.59 1.69 -1.27
H 2.90 2.41 -2.67
H 2.45 1.78 -4.29
H 1.52 3.20 -3.50
H 0.82 -0.27 -4.25
H -0.85 -1.78 -2.82
H -2.33 -0.59 0.56
H -2.41 -1.97 -0.71
H 0.70 -3.16 -0.33
H -0.80 -3.53 -0.85
H -0.84 -2.26 3.03
H -0.30 -0.67 2.29
H -0.61 1.16 0.54
H 0.96 2.63 -0.80
Cl -1.78 3.43 2.60
C -1.32 2.15 3.75
Cl -0.80 2.88 5.27
Cl -2.71 1.09 4.04
Cl 0.01 1.20 3.06



DFT (ωB97M-V/def2-TZVPD) results for a structure of composition C10H13Br3N2O8V at a distorted geometry.

Calculated values
- Net charge: -1
- E_HOMO: -2.79 eV
- E_LUMO: 0.39 eV
- E_tot: -265746.79849 eV

Cartesian coordinates (Å):
O 3.20 4.21 1.17
V 2.20 4.01 2.36
O 3.01 3.66 3.69
O 0.41 2.68 2.54
C 0.02 1.70 1.61
C -1.48 1.35 1.31
O -2.45 2.29 1.25
H 0.68 0.82 1.71
H 0.48 2.02 0.65
H -1.80 0.75 2.19
H -1.47 0.66 0.44
C -3.66 -1.94 -1.04
N -4.22 -2.04 0.35
O -4.66 -1.01 0.80
O -4.05 -3.09 0.96
H -4.45 -2.14 -1.76
H -2.90 -2.71 -1.15
H -3.26 -0.93 -1.06
C 3.09 0.01 -1.98
C 2.88 -0.32 -3.31
C 1.62 -0.68 -3.72
C 0.52 -0.51 -2.90
C 0.67 0.01 -1.63
C 1.97 0.19 -1.15
N -0.83 -0.67 -3.43
O -1.80 -0.35 -2.77
O -0.96 -1.19 -4.53
H 3.99 0.13 -1.39
H 3.69 -0.35 -4.02
H 1.49 -1.09 -4.71
H -0.13 0.41 -1.02
H 2.11 0.62 -0.17
C 1.23 -1.12 4.13
Br -0.60 -1.83 4.09
Br 2.37 -1.93 2.72
Br 2.01 -1.56 5.85
H 1.10 -0.06 3.94



DFT (ωB97M-V/def2-TZVPD) results for a cluster of 2 separate species, C10H13BrCl2O3 in total at a distorted geometry.

Calculated values
- E_HOMO: -9.74 eV
- E_LUMO: 0.61 eV
- E_tot: -111805.88114 eV
- Relative energy (zero: lowest compared OMol25 entry of this formula, charge and spin): 1.290 eV
- Structure (SMILES): C#CC[C@H]1OC(=O)O[C@H]1C[C@@H](C)Br.ClCCl

Cartesian coordinates (Å):
C 2.18 -1.92 -0.12
C 1.44 -1.14 -0.71
C 0.53 -0.03 -1.35
C 0.18 0.99 -0.19
O 0.83 2.28 -0.15
C 0.05 2.96 0.85
O 0.42 3.49 1.86
O -1.28 2.79 0.35
C -1.33 1.35 0.18
C -2.55 0.70 -0.58
C -3.25 -0.41 0.33
C -4.41 -1.19 -0.44
Br -1.94 -1.79 0.94
H 2.66 -2.43 0.75
H -0.36 -0.50 -1.86
H 1.13 0.53 -2.14
H 0.53 0.48 0.76
H -1.48 1.01 1.26
H -3.34 1.53 -0.68
H -2.34 0.35 -1.63
H -3.69 0.06 1.27
H -3.93 -2.13 -0.88
H -5.25 -1.54 0.22
H -4.82 -0.60 -1.32
Cl 6.22 0.48 -0.19
C 6.13 -1.03 0.71
Cl 4.47 -1.65 0.79
H 6.76 -1.78 0.22
H 6.49 -0.86 1.73



DFT (ωB97M-V/def2-TZVPD) results for a cluster of 5 separate species, C10H13BrCl8FN2O4S in total.

Calculated values
- Net charge: +1
- E_HOMO: -12.67 eV
- E_LUMO: -5.69 eV
- E_tot: -205516.47210 eV

Cartesian coordinates (Å):
O -1.93 1.25 2.87
C -1.99 1.70 1.77
O -1.46 2.92 1.41
C -2.72 1.02 0.61
C -1.73 0.61 -0.43
C -0.73 -0.34 -0.07
N 0.17 -0.75 -0.91
N 0.13 -0.26 -2.14
S 1.36 -0.92 -3.22
O 0.68 -1.67 -4.19
O 2.27 0.13 -3.48
F 1.99 -1.87 -2.20
C -0.73 0.66 -2.59
Br -0.66 1.31 -4.31
C -1.70 1.12 -1.70
H -0.49 2.89 1.36
H -3.19 0.11 1.01
H -3.48 1.69 0.21
H -0.70 -0.74 0.93
H -2.41 1.87 -2.03
C -4.72 -2.77 2.55
Cl -3.54 -1.47 2.88
Cl -6.33 -2.13 2.24
H -4.39 -3.31 1.68
H -4.75 -3.41 3.42
C 3.71 0.52 0.21
Cl 2.09 1.15 0.62
Cl 4.40 -0.40 1.53
H 3.61 -0.12 -0.66
H 4.34 1.37 -0.01
C 5.02 0.05 -5.34
Cl 6.36 -1.02 -4.92
Cl 5.56 1.66 -5.82
H 4.47 -0.39 -6.17
H 4.38 0.15 -4.48
C -0.70 -0.04 5.85
Cl 0.61 0.53 6.89
Cl -0.36 -1.63 5.15
H -1.60 -0.12 6.44
H -0.83 0.67 5.04



DFT (ωB97M-V/def2-TZVPD) results for a structure of composition C10H13BrFNO at a distorted geometry.

Calculated values
- E_HOMO: -8.19 eV
- E_LUMO: 0.03 eV
- E_tot: -86873.89138 eV
- Relative energy (zero: lowest compared OMol25 entry of this formula, charge and spin): 3.129 eV

Cartesian coordinates (Å):
C 1.92 2.01 -0.31
C 1.83 1.71 1.17
C 2.30 1.05 -1.19
C 1.53 0.56 1.81
C -0.74 -2.05 0.52
C -0.96 0.35 0.55
C -1.36 -1.99 -0.93
C -1.50 0.42 -0.95
C 2.27 -0.34 -0.66
C 1.19 -0.60 1.04
N -0.17 -0.81 0.79
O -2.27 -0.83 -1.14
F 1.75 -1.77 1.55
Br 4.27 -0.62 -0.39
H 2.21 3.03 -0.69
H 2.02 2.71 1.68
H 2.79 1.24 -2.14
H 1.72 0.56 2.90
H -1.50 -2.26 1.38
H 0.14 -2.68 0.56
H -0.39 1.18 0.73
H -1.92 0.25 1.05
H -0.48 -1.77 -1.56
H -1.95 -2.84 -1.13
H -2.29 1.14 -0.96
H -0.78 0.55 -1.80
H 1.95 -1.13 -1.28



DFT (ωB97M-V/def2-TZVPD) results for a structure of composition C10H13Cl2GeIrS5Sb at a distorted geometry.

Calculated values
- Net charge: -2
- 2S+1: 2
- E_HOMO (alpha / beta): -1.03 / -0.96 eV
- E_LUMO (alpha / beta): 3.76 / 3.73 eV
- E_tot: -155694.57017 eV
- ⟨S²⟩: 0.847
- Relative energy (zero: lowest compared OMol25 entry of this formula, charge and spin): 3.242 eV

Cartesian coordinates (Å):
Ir 0.22 0.30 -1.84
Cl 1.58 -1.35 -0.12
C 2.82 -0.37 0.59
C 3.76 -0.98 1.40
C 4.80 -0.24 1.94
C 4.92 1.11 1.62
C 3.97 1.70 0.82
Cl 4.16 3.37 0.43
C 2.85 1.01 0.30
S 1.63 1.87 -0.55
H 3.66 -2.03 1.61
H 5.52 -0.71 2.60
H 5.74 1.70 1.99
S -1.88 0.48 -6.87
Sb -1.79 0.82 -4.54
S 0.66 0.73 -4.11
S -2.72 -1.43 -2.44
S -2.43 3.06 -4.25
C -3.68 0.75 0.07
Ge -2.29 -0.62 0.40
C -1.15 0.10 1.89
C -3.23 -2.24 1.15
C -1.38 -1.10 -1.31
H -4.23 0.95 0.98
H -4.38 0.41 -0.69
H -3.24 1.68 -0.29
H -1.79 0.46 2.69
H -0.55 0.94 1.55
H -0.48 -0.65 2.30
H -3.87 -1.98 1.98
H -2.51 -2.98 1.49
H -3.83 -2.70 0.37
H -0.88 -2.07 -1.17